<w>
C19H34N4O5S | wB97M-V/def2-TZVPD

Computed properties:
2S+1: 1
E_HOMO, eV: -8.4
Frontier orbital gap, eV: 9.12
SMILES: O=C(NCCN1CCCC1)C1CCN(S(=O)(=O)N2CCC3(CC2)OCCO3)CC1
Total charge: 0

XYZ file:
```
63
C19H34N4O5S wB97M-V/def2-TZVPD
O -1.3855 2.2723 -4.5866
C -1.2958 1.9334 -3.4238
N -0.4277 2.4795 -2.5492
C 0.7328 3.2209 -2.9821
C 1.9825 2.5748 -2.3717
N 1.9475 1.1390 -2.5941
C 2.7176 0.3582 -1.6419
C 4.1674 0.3364 -2.1674
C 4.0081 0.5327 -3.6836
C 2.4869 0.7308 -3.8800
C -2.1402 0.8035 -2.8239
C -2.8235 1.2299 -1.5152
C -3.2167 0.0392 -0.6377
N -2.1538 -0.9361 -0.4997
S -0.8713 -0.4423 0.4475
O -0.4578 0.9140 0.2078
O 0.1395 -1.4508 0.3427
N -1.6629 -0.4497 1.9162
C -1.0834 0.3942 2.9404
C 0.1472 -0.2483 3.5776
C -0.2326 -1.6211 4.1568
C -0.8273 -2.4930 3.0432
C -2.0067 -1.7745 2.3877
O -1.1652 -1.4331 5.2166
C -0.6766 -2.0847 6.3678
C 0.8286 -2.1631 6.1072
O 0.8921 -2.2820 4.7046
C -1.7499 -1.4810 -1.7836
C -1.1720 -0.3847 -2.6688
H -0.3285 2.0504 -1.6374
H 0.7486 3.1924 -4.0747
H 0.6637 4.2671 -2.6624
H 2.8835 3.0591 -2.7780
H 1.9578 2.7459 -1.2923
H 2.6255 0.7634 -0.6353
H 2.3043 -0.6547 -1.6322
H 4.6659 -0.5984 -1.9202
H 4.7405 1.1534 -1.7279
H 4.3648 -0.3266 -4.2479
H 4.5579 1.4096 -4.0254
H 2.2483 1.4595 -4.6528
H 2.0186 -0.2203 -4.1486
H -2.9080 0.5332 -3.5562
H -2.1624 1.8653 -0.9308
H -3.7176 1.8091 -1.7541
H -4.0785 -0.4878 -1.0591
H -3.4668 0.3778 0.3689
H -0.8225 1.3384 2.4624
H -1.8471 0.5631 3.7050
H 0.9207 -0.3994 2.8239
H 0.5352 0.3894 4.3729
H -0.0473 -2.6785 2.3060
H -1.1560 -3.4426 3.4668
H -2.3621 -2.3332 1.5218
H -2.8179 -1.6638 3.1137
H -0.9429 -1.4908 7.2426
H -1.1144 -3.0885 6.4516
H 1.3096 -3.0361 6.5467
H 1.3356 -1.2482 6.4430
H -2.6303 -1.9451 -2.2377
H -1.0000 -2.2469 -1.5838
H -0.2368 -0.0488 -2.2165
H -0.9423 -0.7818 -3.6590
```


<x>
C19H34N4O5S | wB97M-V/def2-TZVPD

Computed properties:
2S+1: 1
E_HOMO, eV: -8.7
Frontier orbital gap, eV: 9.50
SMILES: O=C(NCCN1CCCC1)C1CCN(S(=O)(=O)N2CCC3(CC2)OCCO3)CC1
Total charge: 0

XYZ file:
```
63
C19H34N4O5S wB97M-V/def2-TZVPD
O 3.5801 2.8510 1.3935
C 3.3747 2.3652 0.2984
N 4.0489 1.2852 -0.1498
C 4.7575 0.4102 0.7564
C 3.9098 -0.8376 1.0423
N 3.5361 -1.4764 -0.2135
C 2.3687 -2.3442 -0.1123
C 2.8813 -3.6974 0.4131
C 4.3331 -3.7546 -0.0872
C 4.5648 -2.3685 -0.7316
C 2.3729 3.0136 -0.6675
C 1.1459 3.4257 0.1547
C 0.4113 2.1763 0.6271
N -0.0142 1.3742 -0.5068
S -0.8958 0.0491 0.0098
O -0.2484 -0.5944 1.1167
O -1.1734 -0.7555 -1.1427
N -2.2382 0.8457 0.5900
C -2.9735 0.1563 1.6286
C -3.8705 -0.9417 1.0599
C -4.8229 -0.3403 0.0162
C -4.0017 0.3586 -1.0780
C -3.0751 1.4004 -0.4516
O -5.7039 0.6057 0.6127
C -7.0115 0.0795 0.5873
C -6.9574 -0.9166 -0.5722
O -5.6259 -1.3750 -0.5222
C 1.0963 0.9472 -1.3481
C 1.8888 2.1564 -1.8381
H 3.7631 0.8272 -1.0004
H 5.7139 0.1348 0.3035
H 4.9410 0.9636 1.6788
H 4.4634 -1.5051 1.7181
H 2.9923 -0.5251 1.5471
H 1.5912 -1.9063 0.5120
H 1.9657 -2.4660 -1.1225
H 2.2790 -4.5223 0.0397
H 2.8433 -3.7145 1.5021
H 4.4833 -4.5494 -0.8156
H 5.0280 -3.9193 0.7360
H 5.5614 -1.9757 -0.5338
H 4.4287 -2.4338 -1.8152
H 2.8616 3.9154 -1.0553
H 1.4666 3.9986 1.0245
H 0.4770 4.0358 -0.4531
H -0.4922 2.4350 1.1801
H 1.0622 1.5873 1.2872
H -2.2347 -0.2633 2.3113
H -3.5845 0.8984 2.1512
H -3.2651 -1.7032 0.5683
H -4.4534 -1.4061 1.8561
H -3.4104 -0.3970 -1.5942
H -4.6766 0.8403 -1.7867
H -2.4028 1.8169 -1.2020
H -3.6723 2.2005 -0.0040
H -7.2370 -0.4302 1.5338
H -7.7122 0.9003 0.4328
H -7.1603 -0.4185 -1.5301
H -7.6196 -1.7733 -0.4520
H 0.6556 0.4034 -2.1853
H 1.7397 0.2536 -0.7930
H 2.7147 1.8259 -2.4704
H 1.2313 2.7742 -2.4538
```


Ranked by calculated energy, most stable first: <x>, <w>.


<w>
CHN5S | wB97M-V/def2-TZVPD

Computed properties:
2S+1: 1
E_HOMO (spin up / spin down), eV: -8.2 / -8.3
Frontier orbital gap (spin up / spin down), eV: 7.00 / 7.08
Total charge: 0

XYZ file:
```
8
CHN5S wB97M-V/def2-TZVPD
C -1.4247 -0.3023 -0.0262
N -0.5255 -1.0943 0.3115
N -0.3206 1.4271 0.3542
N 0.7470 -1.0825 0.3624
N 0.7849 1.1510 0.1157
N 1.3082 -0.0272 -0.2819
S -2.8928 -0.0227 -0.5046
H 2.3236 -0.0491 -0.3311
```


<x>
CHN5S | wB97M-V/def2-TZVPD

Computed properties:
2S+1: 1
E_HOMO (spin up / spin down), eV: -7.7 / -7.8
Frontier orbital gap (spin up / spin down), eV: 6.83 / 6.80
Total charge: 0

XYZ file:
```
8
CHN5S wB97M-V/def2-TZVPD
C 3.4050 0.3899 0.1275
N 2.1585 0.1712 0.0375
N 1.2537 -1.8316 0.0825
N 1.0830 0.7209 0.3881
N 0.2098 -1.3444 0.2396
N 0.0077 0.0205 0.1236
S 4.8963 0.1837 -0.1580
H -0.8977 0.3343 0.5821
```


Ranked by calculated energy, most stable first: <w>, <x>.


<w>
C7H8N2OS | wB97M-V/def2-TZVPD

Computed properties:
2S+1: 1
E_HOMO, eV: -8.0
Frontier orbital gap, eV: 8.75
SMILES: CC1=NCN(c2cccs2)O1
Total charge: 0

XYZ file:
```
19
C7H8N2OS wB97M-V/def2-TZVPD
C -2.8551 -1.2351 1.1705
C -1.7156 -1.0074 0.2560
N -0.9544 -1.8856 -0.2393
C -0.0037 -1.2159 -1.0773
N -0.3037 0.2284 -0.9379
C 0.7069 1.0679 -0.4973
C 1.9816 1.1354 -0.9770
C 2.7302 2.1576 -0.3494
C 2.0219 2.8424 0.5797
S 0.4064 2.2543 0.7306
O -1.4599 0.2781 -0.0983
H -2.6614 -0.7460 2.1241
H -2.9852 -2.3021 1.3186
H -3.7567 -0.8003 0.7432
H 1.0224 -1.4472 -0.7680
H -0.1434 -1.5192 -2.1218
H 2.3629 0.4990 -1.7539
H 3.7561 2.3697 -0.5923
H 2.3346 3.6628 1.1931
```


<x>
C7H8N2OS | wB97M-V/def2-TZVPD

Computed properties:
2S+1: 1
E_HOMO (spin up / spin down), eV: -7.2 / -7.8
Frontier orbital gap (spin up / spin down), eV: 5.82 / 7.74
Total charge: 0

XYZ file:
```
19
C7H8N2OS wB97M-V/def2-TZVPD
C 2.6997 -1.3214 -0.0016
C 3.3382 -0.0460 0.1708
C 1.3590 -1.4376 -0.2316
C 2.5268 1.0464 0.2326
C 0.5543 -0.2904 -0.1579
C 1.1225 0.9811 0.0872
C -3.9365 0.7143 0.0745
N -0.8101 -0.5959 -0.2981
N -1.7626 0.2835 -0.2459
O -3.0296 -0.2663 -0.2391
S 0.2329 2.4542 0.2818
H 3.4257 -2.1668 0.0196
H 4.3726 -0.0709 0.3167
H 0.9011 -2.3994 -0.4176
H 2.8326 2.0208 0.3629
H -4.9127 0.0863 0.2521
H -4.2925 1.2214 -0.8462
H -3.4822 1.3891 0.8254
H -1.1391 -1.6026 -0.1857
```


Ranked by calculated energy, most stable first: <w>, <x>.


<w>
H5OS2 | wB97M-V/def2-TZVPD

Computed properties:
2S+1: 1
E_HOMO, eV: -14.8
Frontier orbital gap, eV: 3.75
Total charge: +1

XYZ file:
```
8
H5OS2 wB97M-V/def2-TZVPD
O -1.2162 1.5973 -2.3144
H -1.8008 2.3074 -2.0578
H -0.5024 1.3025 -1.7544
H 0.6459 -0.9771 1.3154
S -0.2350 0.1853 0.1590
S 1.8913 -1.4049 1.8532
H -1.2905 -0.6608 0.1912
H 2.5076 -2.3497 2.6077
```


<x>
H5OS2 | wB97M-V/def2-TZVPD

Computed properties:
2S+1: 1
E_HOMO, eV: -15.1
Frontier orbital gap, eV: 4.40
Total charge: +1

XYZ file:
```
8
H5OS2 wB97M-V/def2-TZVPD
O -1.4443 -1.0748 -2.1027
H -2.3448 -1.0636 -2.5751
H -1.2030 -0.3434 -1.5479
H 1.5051 0.6070 1.0250
S -0.4109 1.1166 -0.0666
S 1.9198 -0.3580 2.0050
H 0.0268 2.3316 0.2107
H 1.9514 -1.2154 3.0517
```


Ranked by calculated energy, most stable first: <w>, <x>.


<w>
C3H12NOS2 | wB97M-V/def2-TZVPD

Computed properties:
2S+1: 1
E_HOMO, eV: -12.2
Frontier orbital gap, eV: 2.34
Total charge: +1

XYZ file:
```
19
C3H12NOS2 wB97M-V/def2-TZVPD
N 0.9763 1.8329 0.5875
C 1.4921 0.4542 0.1353
C 2.8983 0.4054 0.7596
C 0.6057 -0.6800 0.4624
S -1.0943 -0.5120 -0.1757
S -6.6652 0.1878 0.0325
H 1.1134 2.6152 -0.0723
H -7.0924 -1.1060 0.2990
H -0.0166 1.7965 0.7135
H 1.5422 0.7568 -0.9810
H 3.5422 1.3048 0.4478
H 3.5284 -0.5409 0.6257
H 2.7987 0.6457 1.8636
H 0.6207 -0.8549 1.5532
H 1.0036 -1.6785 0.0983
H -5.7424 0.6542 0.9010
H -0.1818 -1.2589 -1.7959
H 0.2256 -2.1561 -3.1812
O 0.4456 -1.8663 -2.2733
```


<x>
C3H12NOS2 | wB97M-V/def2-TZVPD

Computed properties:
2S+1: 1
E_HOMO, eV: -12.6
Frontier orbital gap, eV: 9.32
Total charge: +1

XYZ file:
```
19
C3H12NOS2 wB97M-V/def2-TZVPD
N -0.7112 0.2060 1.3679
C -0.5047 -0.5101 0.0214
C -1.2117 -1.8635 0.0426
C 0.9765 -0.6828 -0.1543
S 1.9225 0.8057 -0.7157
S 3.0971 1.7223 0.5905
H -1.4339 0.8915 1.2151
H -1.0441 -0.4077 2.1120
H 0.1310 0.6976 1.6728
H -0.9832 0.0883 -0.7322
H -2.2545 -1.7565 -0.2724
H -0.8972 -2.4116 -0.8505
H -1.0488 -2.4514 0.9335
H 1.5016 -1.2569 0.6039
H 1.1257 -1.2885 -1.0478
H 4.3332 1.1799 0.4750
H -0.5217 2.9196 -1.9055
H -1.6530 1.9504 -1.8994
O -0.8238 2.1678 -1.4571
```


Ranked by calculated energy, most stable first: <x>, <w>.


<w>
C2H6N6 | wB97M-V/def2-TZVPD

Computed properties:
2S+1: 1
E_HOMO, eV: -7.8
Frontier orbital gap, eV: 8.68
SMILES: N/N=c1/[nH]cnn1N
Total charge: 0

XYZ file:
```
14
C2H6N6 wB97M-V/def2-TZVPD
N -0.7831 0.5357 -1.8828
N 0.5854 0.6554 -1.3242
C 0.4664 0.0620 -0.2022
N 1.5526 0.2067 0.7163
C 1.2551 -0.1964 2.0202
N 0.0585 -0.7071 1.9334
N -0.4842 -0.5137 0.6098
N -1.7329 -0.6873 0.2730
H -1.1392 1.5064 -2.1278
H -0.5088 -0.0019 -2.7347
H 2.3858 0.9505 0.5747
H 1.9293 -0.0501 2.8083
H -1.7714 -0.1113 -0.6681
H -1.8137 -1.6489 0.0042
```


<x>
C2H6N6 | wB97M-V/def2-TZVPD

Computed properties:
2S+1: 1
E_HOMO, eV: -8.8
Frontier orbital gap, eV: 7.96
Total charge: 0

XYZ file:
```
14
C2H6N6 wB97M-V/def2-TZVPD
C 1.3124 0.5589 -1.1175
C -0.3554 -0.5514 0.1875
H 1.0239 1.8920 -1.1136
H 2.0079 0.2369 -0.0725
H 1.9548 0.0333 -2.1016
H -0.6494 1.6015 -1.7851
H 0.1588 -1.5937 3.0580
H -1.0312 -0.8735 2.1671
N -0.0585 -0.1703 -1.1792
N -1.1445 0.7522 -1.4836
N -1.6345 1.1468 -0.1634
N -1.2838 0.2784 0.7328
N 0.1756 -1.5917 0.7878
N -0.4760 -1.7195 2.0832
```


Ranked by calculated energy, most stable first: <w>, <x>.